Entry 1:
Molecular formula: C2H2ClN2O2
Method: DFT, ωB97M-V/def2-TZVPD

Each line ends with the Mulliken charge.
Atoms and positions in Å:
1 H 0.955 1.616 -0.003  0.281
2 H -0.232 -0.332 2.933  0.389
3 N -0.151 -0.114 1.815  0.426
4 O 0.022 -1.095 1.004  -0.141
5 O 1.056 -1.120 -0.881  -0.311
6 N -0.338 1.013 1.439  -0.188
7 C 0.036 1.102 -0.053  0.174
8 Cl -0.573 1.878 -1.453  0.000
9 C 0.420 -0.399 -0.208  0.372

Cartesian forces, eV/Å:
H 1.6 0.5 0.8
H 0.3 0.3 -3.1
N -1.8 0.1 4.9
O 0.2 -0.6 0.0
O -0.5 1.7 -1.0
N -0.5 2.9 -1.2
C 1.0 -2.9 1.0
Cl -1.5 0.0 0.2
C 1.3 -2.0 -1.5

## Properties
- max |F| (eV/A) = 5.183
- energy relative to the best compared isomer or geometry (same formula, charge and spin) (kJ/mol) = 145.21
- total charge = +1
- HOMO energy (Eh) = -0.603

Entry 2:
Molecular formula: C20H26BF4LiO8
Method: DFT, ωB97M-V/def2-TZVPD

Each line ends with the Mulliken charge.
Atoms and positions in Å:
1 H -0.029 1.472 -0.209  0.060
2 O -2.293 2.258 -1.107  -0.565
3 H -3.186 -2.181 -0.807  0.229
4 F -1.147 -1.261 0.035  -0.060
5 C -3.457 -1.898 5.553  0.195
6 F 0.671 -1.583 -1.262  -0.321
7 C -1.268 4.820 1.220  -0.241
8 C 0.558 3.301 1.000  -0.792
9 C -1.475 3.024 -0.236  0.400
10 H 5.098 -3.109 -1.828  0.333
11 F -1.124 -3.043 -1.368  -0.358
12 C 3.109 0.747 -2.200  0.466
13 H -1.821 1.650 -1.754  0.276
14 H -4.411 -2.370 3.626  0.305
15 H 1.762 -0.179 -1.377  0.225
16 H -0.427 -0.212 1.857  0.330
17 C -2.489 -1.563 3.201  -0.048
18 O -3.867 -2.226 -1.627  -0.373
19 H 1.460 2.838 1.274  0.432
20 H -4.608 -2.032 7.025  0.259
21 C -0.277 2.471 0.201  0.240
22 C -3.492 -2.019 4.128  -0.299
23 C 0.005 4.471 1.616  0.255
24 H 2.218 -2.784 -1.441  0.347
25 H 6.279 1.502 -3.031  0.334
26 H -2.869 4.420 0.105  0.621
27 O 2.237 0.631 -1.208  -0.362
28 H 1.780 -0.306 -3.607  0.431
29 F -1.365 -0.821 -2.070  -0.434
30 C 5.254 1.258 -3.183  -0.375
31 C -2.193 -1.415 6.074  -0.367
32 O 3.002 -3.394 -1.231  -0.538
33 H 3.916 -2.832 -3.046  0.382
34 H -2.073 -1.174 7.108  0.303
35 H 4.476 1.944 -1.253  0.539
36 H -0.300 -0.419 5.575  0.356
37 O -0.487 -0.360 2.968  -0.577
38 C 4.890 0.655 -4.411  0.410
39 C 4.401 1.355 -2.084  -0.932
40 H -5.491 -2.453 -0.211  0.264
41 C -1.418 -0.886 3.704  0.477
42 C 3.649 0.145 -4.496  -0.621
43 B -0.749 -1.651 -1.205  0.284
44 H -2.630 -1.517 2.094  0.098
45 C -1.959 4.174 0.275  -0.791
46 C 4.044 -2.763 -2.068  -0.670
47 H -5.516 -3.298 -1.634  0.380
48 H 6.383 1.415 -5.326  0.317
49 H 3.261 -0.183 -5.401  0.458
50 H 4.340 -1.827 -1.678  0.154
51 C -5.262 -2.382 -1.277  -1.040
52 Li -2.431 -2.102 -3.358  0.922
53 H -1.817 5.690 1.715  0.262
54 O 5.755 0.682 -5.427  -0.556
55 O 0.716 5.198 2.530  -0.565
56 C 2.699 0.215 -3.479  -0.271
57 O -4.400 -2.323 6.276  -0.448
58 H -5.892 -1.776 -1.519  0.543
59 C -1.228 -0.864 5.207  -0.610
60 H 1.461 4.869 3.070  0.329

Cartesian forces, eV/Å:
H 0.4 0.8 0.5
O 0.4 -0.1 -0.6
H -2.8 -0.2 -2.5
F -0.5 0.3 1.5
C 6.1 1.9 -4.4
F -0.4 0.1 -0.7
C 0.0 3.6 2.8
C -2.6 -0.5 0.1
C 0.3 -3.4 -1.6
H -1.3 -1.3 -0.3
F -0.2 1.3 -1.0
C 0.7 -0.4 -3.6
H -0.3 1.4 1.7
H 0.4 -0.1 0.7
H -0.7 -0.5 0.3
H -1.5 -1.3 4.8
C -1.5 0.3 0.9
O 2.0 0.9 1.9
H 1.4 0.0 0.6
H -1.9 4.2 9.6
C 0.4 1.3 -0.4
C -0.6 0.3 -0.2
C 2.1 -2.4 -0.7
H 1.4 -1.6 0.9
H 0.7 0.7 -0.1
H -5.9 1.8 -1.5
O 0.0 0.8 1.6
H -0.8 0.0 0.1
F -1.0 0.7 -2.9
C -0.6 -0.6 0.4
C -0.5 1.3 -2.2
O -0.2 2.2 -2.0
H -0.9 -0.1 -4.3
H 0.1 -0.4 0.7
H 1.2 1.2 2.2
H -0.4 -0.1 0.0
O 3.6 2.5 -4.7
C 0.9 1.7 3.0
C -2.8 -2.1 -2.8
H 0.9 -0.1 0.3
C -0.7 -1.4 3.3
C -2.0 0.1 0.3
B 1.8 -2.3 2.2
H -0.1 -0.5 1.1
C 3.8 -2.1 0.3
C 2.2 -1.4 5.8
H -1.0 -2.7 -1.2
H -0.3 -0.4 0.1
H -0.2 -0.9 -1.8
H -1.0 2.1 -0.1
C 7.3 -5.9 4.8
Li -0.2 0.1 1.4
H 1.2 -1.1 -0.6
O 1.0 -0.1 -1.6
O -0.4 1.3 0.5
C 2.9 0.6 2.0
O -2.0 -6.2 -7.3
H -6.2 7.9 -4.0
C -0.9 -0.5 -2.4
H -0.9 -0.7 -1.1

## Properties
- max |F| (eV/A) = 10.823
- total charge = 0
- HOMO energy (Eh) = -0.260

| no. | Kohn-Sham gap (eV) |
| --- | --- |
| 1 | 9.8 |
| 2 | 5.6 |